# 1
Computed, not measured: C31H47AlBrO2P2 as an isolated structure at a distorted geometry, with ωB97M-V/def2-TZVPD.

```
84
Properties=species:S:1:pos:R:3:forces:R:3
Al 1.09634 -1.80668 -1.70809 0.21 0.85 2.02
C 0.25113 -2.31795 0.08551 1.23 -1.03 0.49
C 0.07842 -3.44083 -0.80529 1.24 -0.03 0.63
C 2.38067 -3.01674 -0.60387 -0.90 -0.73 0.34
C 1.69135 -2.06924 0.23752 -0.96 -1.16 0.53
C 1.38509 -3.87721 -1.21671 -0.14 0.23 0.77
C -0.82610 -1.76733 0.91243 -0.60 0.69 0.52
H -1.82202 -1.92475 0.47822 0.26 0.11 0.05
H -0.70393 -0.69775 1.11548 -0.04 -0.19 0.04
H -0.81425 -2.25600 1.89922 -0.07 0.16 -0.32
C 2.34351 -1.21711 1.26742 0.19 0.62 0.13
H 1.69970 -0.37773 1.57962 0.19 -0.24 -0.01
H 3.30244 -0.81879 0.90089 -0.26 -0.08 0.16
H 2.55455 -1.80356 2.17710 -0.11 0.11 -0.38
C 3.84937 -3.27155 -0.61946 0.52 0.16 -0.40
H 4.07838 -4.33418 -0.44281 -0.15 0.39 0.04
H 4.36671 -2.66518 0.13047 -0.14 -0.20 -0.10
H 4.27533 -3.00953 -1.59466 0.12 -0.14 0.15
C 1.67297 -5.12437 -1.97483 0.12 -0.39 -0.82
H 0.89668 -5.89510 -1.82337 0.31 0.41 0.09
H 2.64520 -5.55093 -1.68480 -0.36 0.14 -0.08
H 1.71104 -4.94641 -3.06335 0.12 -0.17 0.32
C -1.19326 -4.19036 -1.01898 -0.18 -0.02 -0.57
H -1.04736 -5.23560 -0.69010 -0.20 0.46 -0.17
H -1.47274 -4.18798 -2.08760 -0.06 -0.21 0.42
H -2.00944 -3.73805 -0.44489 0.19 -0.26 -0.18
C -1.97683 4.25414 2.07925 -0.79 -0.57 0.47
C -3.05720 3.45374 2.01810 0.80 1.10 0.13
C -3.79137 3.06893 0.76832 -0.18 -0.49 -0.12
C -2.86261 2.79945 -0.43919 -0.31 0.52 -0.66
C -1.70727 2.00561 -0.04185 1.36 -0.21 1.57
C -0.45112 2.57187 0.15961 -1.30 -0.47 1.72
C -0.20209 4.04954 0.14387 0.30 0.11 -0.47
C -1.25942 4.89060 0.93488 0.54 0.94 -0.56
H -4.48640 3.86632 0.47108 0.05 -0.13 0.11
H -2.46453 3.73950 -0.81189 -0.35 0.12 -0.22
H -4.40238 2.17751 0.98879 0.25 0.27 -0.20
H -1.95871 5.37782 0.22652 0.27 -0.29 0.39
H -1.59980 4.55773 3.06226 -0.14 -0.40 -0.25
H -3.49585 3.11235 2.94553 0.05 -0.06 0.06
H -0.64076 5.69514 1.35478 -0.41 0.06 -0.14
H 0.78680 4.24318 0.58599 -0.29 -0.26 -0.05
H 0.22400 2.05243 0.89154 -0.54 -0.37 -0.75
H -0.11225 4.42602 -0.88208 -0.25 0.18 0.14
H -3.41356 2.32973 -1.25900 -0.19 -0.05 0.08
H -1.86934 0.98195 0.35107 0.19 0.59 -0.28
P 0.08404 0.97671 -1.48327 -0.29 0.50 -1.67
P 0.78202 -1.46638 -3.76875 -1.01 0.06 -4.06
C -1.18646 -0.08381 -2.55648 -0.09 -0.15 0.09
C -0.72721 -0.40182 -3.98983 0.01 -0.05 0.64
H -2.17962 0.39154 -2.55299 0.35 0.18 0.12
H -1.28834 -1.01856 -1.96752 -0.19 0.26 -0.34
H -1.49725 -0.99662 -4.51217 0.39 0.18 0.24
H -0.52662 0.48522 -4.61851 -0.01 -0.43 0.45
C 2.24638 -0.73119 -4.57584 0.12 -0.09 -0.10
H 3.15366 -1.00777 -4.00755 -0.33 0.22 -0.35
H 2.15243 0.36537 -4.63545 0.14 -0.45 0.05
H 2.29494 -1.16580 -5.59141 0.13 0.40 0.45
C 0.32601 -2.90923 -4.81535 -0.01 -0.45 -0.68
H 1.06954 -2.97554 -5.62895 -0.38 -0.26 0.28
H -0.67578 -2.75981 -5.26937 0.63 -0.21 0.28
H 0.33443 -3.85060 -4.23258 -0.05 0.56 -0.39
C 1.90719 1.16294 -1.20583 0.70 0.27 0.12
H 2.08718 2.23805 -1.05095 0.08 -0.15 -0.08
H 2.48881 0.80954 -2.06892 -0.06 0.18 0.29
H 2.20015 0.65132 -0.27635 -0.17 0.06 -0.49
C -0.08527 2.40674 -2.70325 0.15 0.06 0.14
H -1.13154 2.77049 -2.71778 0.49 -0.29 -0.07
H 0.20078 2.08248 -3.71418 -0.09 0.18 0.28
H 0.56509 3.25679 -2.44147 -0.24 -0.44 -0.06
Br 0.49974 -1.81990 4.25094 0.03 -0.19 0.25
C 0.04453 -0.27270 5.23697 -0.44 1.36 0.59
C 0.17373 -0.25659 6.62703 0.33 -1.05 -0.02
C -0.11554 0.88398 7.36220 -0.06 0.08 0.09
C -0.55408 2.02276 6.69712 -0.19 0.37 -0.26
C -0.72495 2.01700 5.31277 0.19 -0.46 0.14
C -0.42447 0.86916 4.57305 0.30 -0.36 0.44
C -0.56742 0.88022 3.07775 -0.52 0.17 0.02
O -1.71712 0.63161 2.64028 0.93 0.13 -0.27
O 0.49850 1.16370 2.45288 -0.42 -0.35 -0.24
H 0.51061 -1.17710 7.12905 -0.16 0.56 -0.21
H -0.00871 0.88091 8.45413 -0.02 -0.03 -0.55
H -0.77785 2.93763 7.24348 0.05 -0.24 0.00
H -1.08062 2.89659 4.77448 0.08 -0.19 0.23
```
Positions in Å, forces in eV/Å.

Calculated values
- Total charge: +1
- HOMO energy (spin up / spin down): -9.67 / -8.71 eV
- Electronic energy: -132210.185 eV
- Energy relative to the best compared isomer or geometry (same formula, charge and spin): 1.336 eV



# 2
Computed, not measured: C31H47Br5F3LaN2O7S4Si4 as an isolated structure at a distorted geometry, with ωB97M-V/def2-TZVPD.

```
104
Properties=species:S:1:pos:R:3:forces:R:3
La 1.35561 0.38250 -0.26942 -1.07 -1.64 -0.28
Br 3.80190 6.86130 -2.31064 -0.04 -0.16 0.05
C 3.70370 5.01410 -1.86891 0.00 -0.19 0.02
C 4.84134 4.22166 -1.88871 -0.18 -0.20 0.08
Br 6.53601 4.94935 -2.33895 -0.08 -0.01 0.02
C 4.72513 2.85329 -1.56892 -0.01 0.16 -0.08
Br 6.23955 1.70256 -1.57369 -0.12 0.05 0.00
C 3.50583 2.26621 -1.24457 0.46 -0.44 -0.08
O 3.38617 0.97383 -0.95152 1.34 1.38 -0.66
C 2.34271 3.09197 -1.21010 -0.56 -0.08 0.06
O 1.18367 2.54754 -0.85582 0.72 0.89 -0.42
C 2.46950 4.43315 -1.52425 0.10 0.37 -0.08
Br 0.86594 5.42956 -1.44661 0.11 0.10 -0.06
C -4.86786 3.72208 -1.57963 -0.01 0.00 -0.03
C -3.98045 3.65553 -2.82071 -0.09 0.09 -0.09
S -2.19896 3.51539 -2.60687 0.07 -0.02 0.20
C -2.13198 2.05397 -1.54866 -0.23 -0.11 0.11
C -2.26626 2.23885 -0.02213 -0.04 0.09 -0.15
S -1.67577 3.80515 0.67220 0.09 -0.03 -0.17
C -3.05234 4.15066 1.77043 -0.17 0.08 -0.01
C -4.45782 4.32024 1.15190 0.06 -0.03 0.03
S -4.60472 5.13606 -0.46588 0.12 0.05 0.02
H -4.75952 2.81245 -0.99210 0.00 -0.02 -0.03
H -5.90561 3.75979 -1.91769 -0.03 -0.03 0.00
H -4.10399 4.55834 -3.42601 -0.07 -0.03 0.04
H -4.33714 2.81375 -3.42264 -0.03 0.00 -0.03
H -1.21256 1.53553 -1.78295 0.45 0.13 -0.14
H -2.91806 1.37418 -1.89420 -0.03 0.02 0.09
H -1.76349 1.41099 0.47999 0.03 -0.11 0.04
H -3.31685 2.17084 0.24737 0.00 -0.07 0.10
H -2.75076 5.06875 2.27922 -0.05 0.02 -0.04
H -3.11714 3.37096 2.53546 -0.03 0.04 0.03
H -5.07184 4.90802 1.83670 0.01 -0.02 0.04
H -4.95411 3.35354 1.06111 0.01 -0.01 0.01
O 0.15317 -1.84070 -2.23602 0.26 0.03 0.00
C 0.55592 -1.03383 -3.07362 0.04 0.24 0.10
C 0.58327 -1.30920 -4.57114 0.01 0.05 -0.03
C 1.21541 -0.04841 -5.14392 -0.06 -0.12 0.01
C 1.45517 0.84300 -3.91950 -0.23 -0.29 0.31
O 1.94418 1.94182 -4.00263 0.06 0.13 0.12
N 1.03030 0.19688 -2.75589 -0.01 -0.14 -1.31
H -0.44002 -1.48577 -4.90513 -0.01 -0.01 -0.01
H 1.14951 -2.22332 -4.75252 0.01 -0.01 -0.01
H 0.57707 0.49287 -5.84187 0.00 0.00 -0.01
H 2.17371 -0.21670 -5.63536 0.01 -0.01 0.00
C -2.85626 -1.81415 -1.93973 0.00 0.03 -0.37
Si -2.75619 -2.04446 -0.08353 0.22 0.04 0.07
C -3.45971 -3.76527 0.20111 -0.06 -0.36 0.08
C -4.11436 -0.93379 0.60581 -0.23 0.16 0.15
Si -0.64504 -1.60955 0.83515 -1.07 -0.74 0.54
Si 0.28938 -3.74079 0.98894 0.17 0.19 -0.09
C 1.81777 -3.64921 2.10633 0.20 0.09 0.15
C -0.67328 -5.20513 1.68794 -0.18 -0.21 0.18
C 0.91186 -4.37497 -0.66591 0.06 -0.07 -0.26
Si -1.33484 -1.35526 3.05397 0.09 0.10 -0.15
C 0.12919 -1.48194 4.22922 0.21 0.00 0.17
C -2.06724 0.36315 3.32404 -0.04 0.25 0.03
C -2.61678 -2.54839 3.76573 -0.24 -0.15 0.06
H -3.89230 -1.94213 -2.28065 0.07 0.01 -0.01
H -2.21295 -2.54108 -2.44415 -0.09 0.07 0.01
H -2.50336 -0.82258 -2.24105 -0.05 -0.09 0.00
H -4.52266 -3.78480 -0.07560 0.10 -0.03 0.00
H -3.36875 -4.06231 1.24930 -0.05 -0.03 -0.05
H -2.93251 -4.51123 -0.40336 -0.05 0.03 0.05
H -5.08318 -1.26326 0.20850 0.06 0.05 0.01
H -3.96978 0.11298 0.33201 -0.01 0.01 0.00
H -4.15898 -0.98405 1.69641 -0.08 0.00 -0.08
H 1.60025 -4.04553 3.10411 0.03 0.02 -0.07
H 2.17503 -2.62260 2.23675 -0.07 -0.15 -0.01
H 2.63081 -4.24216 1.66824 -0.05 0.04 0.09
H -1.32200 -4.93079 2.52360 0.09 -0.07 -0.05
H 0.05533 -5.94402 2.04936 -0.11 0.02 -0.06
H -1.29562 -5.67923 0.92589 0.00 0.00 0.02
H 1.57168 -3.63764 -1.12998 -0.04 -0.11 0.03
H 0.08500 -4.54517 -1.36571 0.11 0.00 0.07
H 1.46409 -5.31449 -0.52306 -0.07 0.07 -0.04
H 1.01839 -1.00410 3.80747 -0.10 -0.05 0.05
H 0.37894 -2.52901 4.42764 -0.01 0.06 0.02
H -0.09825 -0.99056 5.18483 0.04 -0.09 -0.08
H -1.37813 1.13827 2.96779 -0.06 -0.09 0.07
H -2.25142 0.53218 4.39352 -0.01 0.01 -0.08
H -3.01444 0.48432 2.78900 0.05 0.03 0.06
H -2.26713 -3.58462 3.72376 -0.04 0.12 0.06
H -3.56794 -2.49980 3.22222 0.10 -0.02 0.10
H -2.80811 -2.29463 4.81650 -0.03 -0.04 -0.06
F 1.81126 1.14015 4.68427 -0.02 -0.05 0.21
C 2.53142 1.99356 3.95569 -0.26 -0.01 0.07
F 3.82396 1.79205 4.22862 0.04 0.01 0.06
F 2.21107 3.23473 4.32684 -0.01 0.10 0.17
S 2.22974 1.78235 2.17163 0.48 0.05 0.74
O 0.78435 1.76326 1.96792 0.29 0.11 0.19
O 2.96145 2.87931 1.61976 0.00 0.00 0.01
O 2.77451 0.43793 1.90633 -0.03 0.35 0.20
Br 5.94479 -2.20589 -3.63440 -0.02 0.01 0.07
C 5.34079 -2.04226 -1.84544 0.04 -0.01 -0.07
C 6.23606 -2.02305 -0.79554 0.16 0.02 -0.05
C 5.72974 -1.88988 0.48283 0.01 0.02 0.08
C 4.35977 -1.77705 0.65573 -0.02 -0.04 -0.09
N 3.50068 -1.78967 -0.36256 -0.01 0.17 0.04
C 3.99074 -1.91288 -1.59438 -0.30 -0.01 -0.01
H 7.30076 -2.08861 -0.97903 -0.02 -0.01 0.01
H 6.38682 -1.84492 1.34133 -0.01 -0.02 -0.03
H 3.94061 -1.65998 1.64494 0.00 0.07 -0.05
H 3.27748 -1.90007 -2.41214 0.01 0.02 0.04
```
Positions in Å, forces in eV/Å.

Calculated values
- Total charge: -2
- HOMO energy: -2.40 eV
- Electronic energy: -484308.599 eV
- Energy relative to the best compared isomer or geometry (same formula, charge and spin): 0.000 eV



> What is the formula in the second record?

C31H47Br5F3LaN2O7S4Si4



> Which of these has the highest total charge?

C31H47AlBrO2P2



> energy relative to the best compared isomer or geometry (same formula, charge and spin) of number 1 (C31H47AlBrO2P2)?

1.336 eV